This record from OMol25 describes a 8-piece molecular cluster, C29H71N3O8 overall in a non-equilibrium geometry. The level of theory is ωB97M-V/def2-TZVPD.

The energy above the lowest of the compared OMol25 structures with the same formula, charge and spin is 0.0 kcal per mole. As for the SMILES: CC1(C)CCCC(C)(C)N1O.CC1(C)CCCC(C)(C)N1O.CC1(C)CCCC(C)(C)N1O.CCO.O.O.O.O.

Cartesian coordinates (Å):
1 C 23.9811 22.4312 13.0070
2 C 22.5693 22.2471 12.4524
3 C 22.6735 21.9727 10.9577
4 C 21.9604 20.9940 13.0816
5 C 21.5993 21.1385 14.5641
6 C 20.6970 22.3624 14.7000
7 C 21.2784 23.6537 14.0833
8 C 20.1205 24.6442 14.0490
9 C 22.3871 24.2156 14.9868
10 N 21.6636 23.3526 12.7136
11 O 22.1358 24.5241 12.0611
12 H 24.6675 21.7416 12.5065
13 H 24.3547 23.4414 12.8227
14 H 24.0984 22.2612 14.0771
15 H 21.6765 21.9206 10.5115
16 H 23.2232 22.7862 10.4814
17 H 23.1590 21.0238 10.7357
18 H 21.0122 20.6868 12.6172
19 H 22.6312 20.1509 12.9080
20 H 21.0449 20.2629 14.9086
21 H 22.5167 21.2407 15.1523
22 H 20.4315 22.5914 15.7321
23 H 19.8100 22.1255 14.1005
24 H 20.4333 25.6104 13.6533
25 H 19.6276 24.7652 15.0114
26 H 19.3704 24.2354 13.3623
27 H 23.1026 24.8571 14.4701
28 H 22.9830 23.4388 15.4736
29 H 21.9737 24.8114 15.8058
30 H 21.4648 24.7379 11.4051
31 C 20.0783 12.7050 18.2707
32 C 19.9522 13.5110 16.9854
33 C 18.5771 13.1807 16.3770
34 C 20.1029 14.9913 17.3316
35 C 20.2696 15.8618 16.1191
36 C 21.5432 15.4043 15.3925
37 C 21.4518 13.9456 14.9582
38 C 20.4431 13.8247 13.8214
39 C 22.8091 13.5004 14.4466
40 N 21.1056 13.1645 16.1417
41 O 21.1789 11.7672 15.8583
42 H 21.0682 12.8180 18.7374
43 H 19.3714 13.0332 19.0369
44 H 19.9904 11.6219 18.1611
45 H 17.8209 13.1890 17.1658
46 H 18.2612 13.8818 15.6113
47 H 18.6089 12.1620 15.9888
48 H 19.2122 15.2613 17.9112
49 H 20.9501 15.1405 18.0041
50 H 19.4096 15.9112 15.4456
51 H 20.4392 16.9110 16.3920
52 H 22.3400 15.5563 16.1324
53 H 21.8539 16.0035 14.5374
54 H 20.7691 14.4490 12.9836
55 H 19.4267 14.0828 14.0938
56 H 20.3926 12.7971 13.4513
57 H 23.1819 14.2652 13.7573
58 H 22.7750 12.5805 13.8612
59 H 23.5303 13.3776 15.2562
60 H 21.8476 11.4487 16.4728
61 C 24.6656 18.5468 14.6317
62 C 25.8513 17.8813 13.9292
63 C 26.9523 18.9431 13.8461
64 C 26.2586 16.6817 14.7902
65 C 27.3273 15.8093 14.1607
66 C 26.8844 15.3459 12.7648
67 C 26.3054 16.4675 11.8880
68 C 27.4798 17.1814 11.1809
69 C 25.4632 15.8094 10.7991
70 N 25.4197 17.3566 12.6433
71 O 24.9644 18.4010 11.7929
72 H 24.4180 19.4586 14.0758
73 H 23.7912 17.8973 14.6036
74 H 24.9395 18.9383 15.6103
75 H 27.8684 18.6065 13.3576
76 H 26.6016 19.7407 13.1858
77 H 27.2601 19.3266 14.8183
78 H 26.5477 17.0958 15.7606
79 H 25.3708 16.0652 14.9653
80 H 28.2600 16.3831 14.1038
81 H 27.5171 14.9275 14.7751
82 H 26.1203 14.5922 12.9564
83 H 27.7480 14.9205 12.2580
84 H 27.1068 18.1382 10.7928
85 H 27.8485 16.6349 10.3166
86 H 28.2785 17.4613 11.8630
87 H 24.6900 15.1518 11.1978
88 H 26.1109 15.2456 10.1253
89 H 24.9969 16.5795 10.1772
90 H 24.0144 18.2912 11.6159
91 C 20.7579 17.6887 12.7796
92 C 21.6127 17.1688 11.6475
93 O 22.0715 18.2405 10.8298
94 H 21.2518 18.3343 13.4999
95 H 20.3009 16.8912 13.3783
96 H 19.8345 18.1434 12.3958
97 H 21.0396 16.3662 11.1646
98 H 22.4862 16.6768 12.0963
99 H 21.2724 18.6107 10.4057
100 O 20.3686 21.7357 7.9533
101 H 20.2914 20.9537 8.5195
102 H 20.0287 21.4658 7.0951
103 O 23.2060 18.8863 8.2921
104 H 22.3232 18.7841 7.9277
105 H 23.1593 18.5098 9.1859
106 O 21.9896 14.2406 9.6587
107 H 22.4541 14.3603 8.8234
108 H 22.3933 14.8834 10.2519
109 O 19.7851 19.3579 9.6235
110 H 19.6041 18.6417 8.9991
111 H 18.9430 19.5127 10.0705



This record from OMol25 describes a 12-piece molecular cluster, C29H72BF4N6O6 overall in a non-equilibrium geometry. The level of theory is ωB97M-V/def2-TZVPD.

As for the net charge: +5.

Cartesian coordinates (Å):
1 C 1.8510 -1.5702 5.6046
2 O 2.5336 -1.5400 4.2570
3 C 3.4016 -2.4120 4.1201
4 C 3.5635 2.5321 9.1480
5 N 3.0283 3.1507 7.9746
6 H 2.1638 2.8721 7.6270
7 H -4.4319 -3.0106 8.9116
8 C 3.3532 4.5353 7.7489
9 C 2.1766 5.3858 7.3262
10 O 1.0096 5.1567 6.9599
11 C 0.3310 6.4794 6.8009
12 H 1.5281 -0.5595 5.7209
13 H 2.7650 -1.7986 6.2061
14 H 1.1472 -2.3732 5.5221
15 H 3.7344 -2.3359 3.1036
16 H 3.3922 -3.3188 4.7813
17 H 4.1397 3.0067 10.0377
18 H 3.6281 1.4792 9.1677
19 H 4.1996 4.6858 7.0710
20 H 3.6323 4.8404 8.7788
21 H -11.2556 -6.9453 3.1707
22 H 2.3562 6.4950 7.3806
23 H -0.2656 6.5133 5.8822
24 H 1.0870 7.2484 6.7921
25 H -0.3105 6.7346 7.6892
26 C 4.0457 1.4271 -4.1215
27 C 3.8572 0.0397 -4.4860
28 C 4.8168 -0.4743 -5.4050
29 C 4.1097 -1.2712 -6.8043
30 N 5.0207 -1.6321 -7.8530
31 C 5.6933 -3.0177 -7.5905
32 C 4.8536 -4.2132 -8.2384
33 C 3.6388 -3.4846 -9.0011
34 C 4.0408 -2.0696 -9.2451
35 C 6.1127 -0.6047 -8.2965
36 C 5.6522 0.7726 -8.4468
37 C 6.8651 1.7810 -8.5081
38 H 3.3169 1.9577 -3.5006
39 H 4.6294 2.0471 -4.8234
40 H 4.9302 1.3624 -3.3919
41 H 3.1505 -0.3328 -3.6838
42 H 0.6912 -5.7861 4.2947
43 H 5.5468 -1.2305 -4.8217
44 H 5.3194 0.1397 -6.0619
45 H 3.1058 -0.7733 -6.9237
46 H 3.9779 -2.1947 -6.2411
47 H 6.7085 -2.9531 -7.9189
48 H 5.6938 -3.3402 -6.5416
49 H 5.6497 -4.8807 -8.7829
50 H 4.4484 -4.9354 -7.4373
51 H 3.1191 -3.9132 -9.8292
52 H 2.6163 -3.4313 -8.3735
53 H 4.8977 -2.1091 -9.8622
54 H 3.2733 -1.2436 -9.3880
55 H 6.2617 -1.0144 -9.2365
56 H 6.9158 -0.7170 -7.6213
57 H 4.8957 1.0656 -7.7139
58 H 5.1314 0.9148 -9.4328
59 H 6.9405 2.3880 -7.5338
60 H 6.8145 2.4843 -9.3293
61 H 7.8726 1.1806 -8.6349
62 C -5.3320 5.3275 -9.0816
63 C -4.2024 5.7404 -9.9684
64 O -3.9555 6.7800 -10.3803
65 N -3.1362 4.6275 -10.2081
66 H -3.5192 3.7144 -10.6404
67 H -2.5816 5.0905 -10.8836
68 C -2.2152 4.5134 -8.9880
69 H -5.8469 4.4498 -9.6135
70 H -5.9999 6.1966 -8.9233
71 H -5.0834 5.1116 -8.0841
72 H -2.7574 4.0687 -8.1657
73 H -1.9279 5.4993 -8.7787
74 H -1.2957 3.9740 -9.2561
75 C -7.3546 -5.0594 -1.4995
76 C -6.6226 -5.9830 -2.3826
77 O -5.5305 -6.4251 -2.4893
78 N -7.6601 -6.4812 -3.5291
79 H -7.7726 -7.5102 -3.4243
80 H -8.5836 -6.0848 -3.4067
81 C -7.2652 -6.1125 -4.9278
82 H -7.9898 -5.6982 -0.8247
83 H -8.1038 -4.5046 -2.1463
84 H -6.7460 -4.3904 -0.9147
85 H -7.9819 -6.5981 -5.5562
86 H -6.3143 -6.5985 -5.1162
87 H -7.2662 -5.0388 -5.0394
88 C -9.6669 4.8968 10.2885
89 C -10.2289 5.9863 11.0686
90 O -10.0575 6.3063 12.1895
91 N -11.0564 6.9495 10.1803
92 H -11.7886 6.4667 9.6598
93 H -11.5608 7.7026 10.6385
94 C -10.1420 7.5754 9.0933
95 H -10.1681 4.8254 9.3367
96 H -9.8304 3.8864 10.7361
97 H -8.5259 4.9785 10.2005
98 H -9.6883 6.8389 8.4560
99 H -9.3112 8.1094 9.6093
100 H -10.7990 8.1912 8.4847
101 C 4.0412 -7.5893 5.1927
102 C 4.6452 -7.5757 6.5982
103 O 4.1141 -7.6221 7.6570
104 N 6.2421 -7.3323 6.7100
105 H 6.6107 -8.0728 7.3232
106 H 6.6354 -7.4916 5.7840
107 C 6.5189 -5.8667 7.1866
108 H 3.7193 -8.6550 5.0536
109 H 4.6947 -7.2062 4.4531
110 H 3.0746 -7.0950 5.1645
111 H 5.9429 -5.2315 6.4895
112 H 7.5951 -5.7115 7.0763
113 H 6.1628 -5.8260 8.2622
114 B -2.3913 2.5417 6.0769
115 F 2.0528 2.7073 10.1284
116 F -3.3294 3.4322 5.8547
117 F -1.2243 2.7468 5.6652
118 F -2.6084 1.3359 6.6133



This record from OMol25 describes C29H74InN4O3 as an isolated structure. The level of theory is ωB97M-V/def2-TZVPD.

The energy above the lowest of the compared OMol25 structures with the same formula, charge and spin is 0.0 kcal per mole. As for the net charge: -1.

Cartesian coordinates (Å):
1 O -5.8930 2.7750 4.4958
2 C -5.3735 1.6940 5.2838
3 C -4.7873 0.6389 4.3523
4 C -3.2784 0.7148 4.1726
5 C -2.7188 -0.4199 3.2959
6 In -1.5499 0.3405 1.5378
7 C 0.0931 -1.1336 1.0938
8 O 1.3680 -0.4973 0.7989
9 O 2.0832 -0.4144 2.0415
10 H -6.2952 3.4079 5.0874
11 H -4.5962 2.0743 5.9530
12 H -6.1696 1.2732 5.9041
13 H -5.0567 -0.3517 4.7238
14 H -5.2770 0.7797 3.3871
15 H -2.8207 0.6878 5.1657
16 H -3.0500 1.6984 3.7551
17 H -3.5327 -1.0655 2.9612
18 H -2.0509 -1.0473 3.8884
19 H -0.8138 1.8894 2.0305
20 H -2.5968 0.5238 0.1037
21 H 0.2527 -1.8220 1.9231
22 H -0.1035 -1.7365 0.2044
23 H 2.2666 0.5300 2.0830
24 C 3.1244 1.9908 -0.7949
25 C 4.6360 2.1329 -0.7943
26 N 5.2923 1.2626 0.1619
27 C 6.6859 1.5920 0.3767
28 C 7.6600 1.4183 -0.7976
29 C 4.9792 -0.1537 0.0509
30 C 5.2736 -0.8476 -1.2880
31 H 2.7155 2.1322 0.2052
32 H 2.6877 2.7474 -1.4484
33 H 2.7932 1.0168 -1.1531
34 H 4.8943 3.1584 -0.5121
35 H 5.0062 1.9963 -1.8260
36 H 7.0433 0.9980 1.2229
37 H 6.7245 2.6364 0.7040
38 H 7.8780 0.3686 -0.9919
39 H 8.6087 1.9116 -0.5701
40 H 7.2723 1.8611 -1.7157
41 H 3.9241 -0.3001 0.2861
42 H 5.5205 -0.6647 0.8513
43 H 4.9265 -0.2532 -2.1349
44 H 4.7454 -1.8017 -1.3238
45 H 6.3346 -1.0546 -1.4327
46 C -6.2392 -2.0954 2.0956
47 C -6.2731 -3.1918 1.0439
48 N -5.0047 -3.8814 0.9065
49 C -4.9266 -4.7390 -0.2557
50 C -5.8408 -5.9725 -0.3100
51 C -4.4215 -4.3927 2.1318
52 C -5.2503 -5.3892 2.9573
53 H -5.4211 -1.4003 1.9056
54 H -7.1764 -1.5377 2.0765
55 H -6.1178 -2.4939 3.1037
56 H -6.4942 -2.7413 0.0720
57 H -7.1149 -3.8721 1.2672
58 H -3.8871 -5.0612 -0.3619
59 H -5.1378 -4.1139 -1.1290
60 H -5.5072 -6.7603 0.3652
61 H -5.8403 -6.3865 -1.3209
62 H -6.8723 -5.7230 -0.0581
63 H -4.1727 -3.5394 2.7657
64 H -3.4619 -4.8450 1.8700
65 H -6.2855 -5.0605 3.0640
66 H -4.8292 -5.4728 3.9611
67 H -5.2574 -6.3882 2.5212
68 C 11.9078 1.3202 -5.7651
69 C 11.9222 -0.1107 -5.2501
70 N 11.7352 -0.2005 -3.8146
71 C 12.0352 -1.5125 -3.2732
72 C 11.1510 -2.6926 -3.6978
73 C 10.5413 0.4467 -3.2945
74 C 9.1827 0.0073 -3.8559
75 H 12.6395 1.9290 -5.2327
76 H 12.1567 1.3312 -6.8271
77 H 10.9288 1.7868 -5.6557
78 H 12.8983 -0.5520 -5.4706
79 H 11.1836 -0.6985 -5.8202
80 H 12.0212 -1.4317 -2.1830
81 H 13.0708 -1.7409 -3.5454
82 H 10.1698 -2.6608 -3.2265
83 H 11.6246 -3.6306 -3.4016
84 H 11.0081 -2.7250 -4.7784
85 H 10.6471 1.5225 -3.4509
86 H 10.5455 0.3125 -2.2102
87 H 9.1959 -0.0765 -4.9439
88 H 8.4237 0.7448 -3.5937
89 H 8.8550 -0.9478 -3.4479
90 C -8.4097 5.3490 -1.2273
91 C -7.6556 4.0998 -0.7961
92 N -7.8426 3.7745 0.6035
93 C -6.9042 2.7770 1.1001
94 C -6.9811 1.3631 0.5123
95 C -9.2180 3.6232 1.0340
96 C -10.0889 2.5814 0.3138
97 H -8.1518 6.1939 -0.5871
98 H -8.1452 5.6022 -2.2552
99 H -9.4913 5.2111 -1.1938
100 H -6.5859 4.2703 -0.9389
101 H -7.9259 3.2723 -1.4744
102 H -7.0075 2.7221 2.1850
103 H -5.8977 3.1656 0.9247
104 H -7.8403 0.8065 0.8890
105 H -6.0850 0.8086 0.7924
106 H -7.0302 1.3720 -0.5781
107 H -9.7102 4.5961 0.9491
108 H -9.1964 3.3988 2.1033
109 H -9.9727 2.6385 -0.7696
110 H -11.1427 2.7604 0.5399
111 H -9.8552 1.5639 0.6225



Number 1: highest occupied orbital energy -8.4 eV, gap between HOMO and LUMO 8.05 eV, E_LUMO -0.34 eV. Number 2: highest occupied orbital energy -10.3 eV, gap between HOMO and LUMO 0.85 eV, E_LUMO -9.44 eV. Number 3: highest occupied orbital energy -4.1 eV, gap between HOMO and LUMO 6.24 eV, E_LUMO 2.17 eV.